The following is a quantum chemistry calculation of a structure of composition C23H25N5OSTc, from the OMol25 dataset.

As for the multiplicity: 4. The HOMO-LUMO gap (spin up / spin down) comes out at 6.180 / 6.221 eV. For the HOMO energy (spin up / spin down), the calculation gives -13.4 / -13.9 eV. As for the expectation value of S²: 3.9711. As for the total charge: +2. The LUMO energy (spin up / spin down) comes out at -7.23 / -7.65 eV.

CARTESIAN COORDINATES (ANGSTROEM)
Tc1 0.633 0.290 0.093
S1 -0.369 -0.593 1.907
C1 -1.436 0.771 2.265
N1 -2.230 0.580 3.315
N2 -3.085 1.413 3.767
C2 -3.668 2.614 3.255
C3 -3.995 3.576 4.204
C4 -4.651 4.728 3.800
C5 -4.995 4.895 2.467
C6 -4.692 3.906 1.535
C7 -4.025 2.758 1.920
N3 -1.280 1.926 1.621
N4 -0.376 1.899 0.711
C8 -0.049 3.123 0.062
C9 -0.600 4.338 0.449
C10 -0.206 5.488 -0.215
C11 0.728 5.434 -1.242
C12 1.279 4.218 -1.623
C13 0.882 3.061 -0.973
H1 -3.464 1.111 4.658
H2 -3.734 3.429 5.245
H3 -4.901 5.486 4.529
H4 -5.519 5.787 2.152
H5 -4.994 4.025 0.503
H6 -3.820 1.981 1.198
H7 -1.319 4.376 1.255
H8 -0.629 6.440 0.077
H9 1.025 6.342 -1.749
H10 2.001 4.171 -2.426
H11 1.315 2.119 -1.332
C14 4.914 -0.371 -0.285
N5 4.327 -1.698 -0.452
C15 5.239 -2.795 -0.790
C16 3.047 -1.905 -0.336
O1 2.205 -1.001 -0.081
H12 5.921 -0.489 0.106
H13 4.325 0.208 0.422
H14 4.960 0.143 -1.245
H15 5.937 -2.948 0.030
H16 5.787 -2.535 -1.694
H17 4.670 -3.705 -0.963
H18 2.695 -2.930 -0.463
C17 -0.906 0.038 -1.281
C18 -0.313 -1.151 -1.913
C19 -0.594 -2.438 -1.435
C20 0.053 -3.534 -1.979
C21 0.987 -3.358 -2.997
C22 1.271 -2.086 -3.482
C23 0.626 -0.987 -2.941
H19 -1.860 -0.098 -0.778
H20 -0.905 0.939 -1.900
H21 -1.327 -2.571 -0.648
H22 -0.182 -4.529 -1.627
H23 1.471 -4.221 -3.435
H24 1.970 -1.960 -4.298
H25 0.814 0.004 -3.342

The following is a quantum chemistry calculation of a structure of composition C23H25NO4 at a distorted geometry, from the OMol25 dataset.

The HOMO-LUMO gap comes out at 8.684 eV. For the HOMO energy, the calculation gives -8.2 eV. As for the energy above the lowest of the compared OMol25 structures with the same formula, charge and spin: 1581.3 kJ/mol. The LUMO energy comes out at 0.47 eV.

CARTESIAN COORDINATES (ANGSTROEM)
C1 -1.452 3.370 -2.336
C2 -2.986 3.383 -2.130
C3 -3.409 2.746 -0.751
C4 -2.946 1.182 -0.753
O1 -3.618 0.203 -1.278
N1 -1.618 0.877 -0.162
H1 -0.922 1.696 0.180
C5 -1.179 -0.538 -0.358
C6 -0.685 -1.070 1.011
C7 0.424 -1.897 0.984
C8 0.684 -2.402 2.366
C9 0.141 -2.131 3.518
C10 -0.672 -1.205 3.261
C11 -1.301 -0.517 2.220
H2 -2.073 0.021 2.119
H3 -1.183 -0.707 4.409
O2 0.907 -2.540 4.512
C12 0.253 -2.189 5.855
H4 0.132 -1.129 5.948
H5 -0.887 -2.407 5.940
H6 0.691 -2.896 6.555
O3 1.850 -3.250 2.564
C13 2.413 -3.711 1.268
H7 3.290 -4.361 1.678
H8 2.732 -3.115 0.610
H9 1.757 -4.248 0.460
H10 1.004 -2.242 0.026
C14 -0.205 -0.346 -1.370
C15 -0.139 -1.020 -2.469
C16 0.746 -0.869 -3.638
C17 1.668 -0.152 -3.494
C18 2.020 0.436 -2.348
C19 3.139 1.420 -2.161
C20 3.530 1.990 -1.033
C21 2.600 1.874 0.088
C22 1.236 1.212 0.033
C23 1.044 0.310 -1.325
H11 0.848 1.216 0.959
H12 2.710 2.424 1.052
H13 4.235 2.708 -0.702
H14 3.966 1.625 -3.015
H15 2.537 0.097 -4.075
H16 0.580 -1.521 -4.470
O4 -1.168 -1.896 -2.702
H17 -1.419 -2.325 -3.520
H18 -1.904 -1.017 -0.856
H19 -4.253 2.828 -0.537
H20 -2.606 3.240 0.004
H21 -3.642 2.719 -2.810
H22 -3.318 4.320 -1.837
H23 -1.181 2.235 -2.463
H24 -0.952 3.745 -1.582
H25 -1.420 3.826 -3.445

The following is a quantum chemistry calculation of a cluster of 2 separate species, C23H25NO5S2 in total at a distorted geometry, from the OMol25 dataset.

The HOMO-LUMO gap comes out at 4.306 eV. For the HOMO energy, the calculation gives -5.7 eV. As for the energy above the lowest of the compared OMol25 structures with the same formula, charge and spin: 33.6 kJ/mol. The LUMO energy comes out at -1.35 eV.

CARTESIAN COORDINATES (ANGSTROEM)
C1 -3.111 0.133 1.728
N1 -1.721 -0.230 1.951
C2 -1.466 -1.233 2.990
C3 -0.762 0.341 1.247
C4 0.633 0.038 1.520
C5 1.096 -1.301 1.441
C6 2.258 -1.665 2.097
C7 3.014 -0.702 2.782
C8 2.656 0.648 2.714
C9 1.503 1.033 2.026
H1 -3.747 -0.565 2.273
H2 -3.314 1.148 2.087
H3 -3.326 0.085 0.660
H4 -2.421 -1.445 3.475
H5 -1.095 -2.171 2.555
H6 -0.760 -0.867 3.749
H7 -1.041 1.133 0.545
H8 0.462 -2.044 0.948
H9 2.550 -2.714 2.121
H10 3.888 -1.005 3.358
H11 3.284 1.405 3.184
H12 1.211 2.083 1.912
C10 -0.763 3.893 -0.133
O1 -1.848 2.816 -0.300
C11 -2.279 2.432 -1.479
S1 -3.978 2.453 -2.063
C12 -5.035 2.260 -0.636
C13 -5.382 0.979 -0.212
C14 -6.127 0.823 0.964
C15 -6.591 1.956 1.647
C16 -6.175 3.234 1.248
C17 -5.404 3.388 0.094
O2 -4.332 3.707 -2.706
O3 -4.082 1.218 -2.827
S2 -1.078 1.680 -2.584
C18 -1.699 2.051 -4.226
C19 -2.269 1.014 -4.959
C20 -2.682 1.243 -6.269
C21 -2.563 2.521 -6.823
C22 -2.015 3.565 -6.072
C23 -1.586 3.336 -4.763
O4 0.189 2.395 -2.496
O5 -1.109 0.255 -2.296
H13 -1.324 4.822 -0.047
H14 -0.237 3.626 0.784
H15 -0.099 3.863 -1.000
H16 -5.000 0.115 -0.773
H17 -6.300 -0.186 1.348
H18 -7.216 1.829 2.528
H19 -6.421 4.112 1.838
H20 -5.070 4.369 -0.254
H21 -2.380 0.039 -4.490
H22 -3.082 0.401 -6.834
H23 -2.895 2.698 -7.844
H24 -1.909 4.561 -6.500
H25 -1.185 4.142 -4.147

The following is a quantum chemistry calculation of a structure of composition C23H26As2O4Pt at a distorted geometry, from the OMol25 dataset.

The HOMO-LUMO gap (spin up / spin down) comes out at 5.589 / 3.769 eV. For the HOMO energy (spin up / spin down), the calculation gives -13.6 / -12.8 eV. As for the energy above the lowest of the compared OMol25 structures with the same formula, charge and spin: 233.5 kJ/mol. As for the total charge: +2. The LUMO energy (spin up / spin down) comes out at -7.98 / -8.99 eV.

CARTESIAN COORDINATES (ANGSTROEM)
Pt1 -0.940 -1.563 -0.450
C1 0.242 -3.429 -1.225
C2 -0.941 -3.141 -1.991
C3 -2.088 -3.335 -1.124
C4 -1.599 -3.647 0.177
C5 -0.167 -3.645 0.126
H1 1.259 -3.404 -1.589
H2 -0.978 -2.949 -3.052
H3 -3.124 -3.280 -1.417
H4 -2.199 -3.811 1.059
H5 0.492 -3.817 0.964
C6 -3.224 2.025 2.446
As1 -1.569 1.160 1.880
C7 -0.404 1.268 3.402
C8 -0.810 2.264 0.481
C9 -0.092 3.379 0.895
C10 0.497 4.224 -0.036
C11 0.387 3.947 -1.388
C12 -0.310 2.825 -1.813
C13 -0.932 1.988 -0.894
As2 -1.791 0.390 -1.554
C14 -3.696 0.609 -1.324
C15 -1.552 0.385 -3.464
H6 -2.971 3.054 2.709
H7 -3.611 1.498 3.315
H8 -3.958 2.023 1.646
H9 -0.575 2.221 3.902
H10 0.630 1.180 3.084
H11 -0.640 0.447 4.075
H12 0.032 3.594 1.949
H13 1.052 5.089 0.302
H14 0.849 4.598 -2.119
H15 -0.369 2.619 -2.873
H16 -3.999 1.578 -1.711
H17 -3.963 0.520 -0.275
H18 -4.202 -0.178 -1.879
H19 -2.002 1.271 -3.904
H20 -2.055 -0.495 -3.857
H21 -0.496 0.337 -3.713
O1 0.136 -0.993 3.297
C16 0.298 -0.873 2.120
O2 -0.730 -0.533 1.291
C17 1.626 -1.047 1.450
C18 2.530 -1.919 2.018
C19 3.776 -2.167 1.429
C20 4.066 -1.487 0.274
O3 5.205 -1.531 -0.463
C21 5.055 -0.580 -1.525
O4 3.726 -0.028 -1.408
C22 3.175 -0.590 -0.291
C23 1.948 -0.344 0.264
H22 2.257 -2.409 2.943
H23 4.489 -2.850 1.870
H24 5.163 -1.082 -2.481
H25 5.790 0.212 -1.414
H26 1.309 0.428 -0.136

The following is a quantum chemistry calculation of a structure of composition C23H26BI2N8O6ReS2, from the OMol25 dataset.

As for the multiplicity: 3. The HOMO-LUMO gap (spin up / spin down) comes out at 5.507 / 4.590 eV. For the HOMO energy (spin up / spin down), the calculation gives -14.2 / -14.3 eV. As for the expectation value of S²: 2.1532. As for the total charge: +2. The LUMO energy (spin up / spin down) comes out at -8.74 / -9.66 eV.

CARTESIAN COORDINATES (ANGSTROEM)
Re1 0.259 -0.255 -0.001
C1 -1.556 -1.982 2.666
C2 -0.578 -0.902 2.964
C3 -0.248 -0.406 4.204
C4 0.737 0.556 3.985
N1 0.996 0.617 2.690
N2 0.184 -0.254 2.018
B1 2.002 1.535 1.936
N3 1.168 2.418 0.967
C5 1.264 3.714 0.696
C6 0.576 3.982 -0.479
C7 0.067 2.777 -0.909
C8 -0.658 2.562 -2.194
N4 0.409 1.800 -0.008
N5 2.877 0.623 1.037
C9 4.200 0.568 0.892
C10 4.506 -0.381 -0.066
C11 3.294 -0.882 -0.511
C12 3.086 -1.953 -1.520
N6 2.295 -0.248 0.162
N7 2.818 2.285 2.925
C13 3.729 1.770 3.806
C14 3.985 2.720 4.747
C15 3.163 3.822 4.392
C16 3.055 5.142 5.073
N8 2.456 3.546 3.313
H1 -1.529 -2.715 3.471
H2 -1.343 -2.505 1.739
H3 -2.572 -1.583 2.628
H4 -0.652 -0.720 5.151
H5 1.266 1.189 4.681
H6 1.810 4.354 1.371
H7 0.465 4.937 -0.964
H8 -1.256 3.445 -2.422
H9 -1.311 1.696 -2.203
H10 0.061 2.434 -3.004
H11 4.847 1.208 1.467
H12 5.485 -0.672 -0.405
H13 4.019 -2.123 -2.053
H14 2.318 -1.688 -2.240
H15 2.799 -2.884 -1.029
H16 4.110 0.765 3.709
H17 4.669 2.653 5.576
H18 3.999 5.684 5.012
H19 2.819 5.014 6.129
H20 2.277 5.746 4.611
I1 -3.380 1.925 1.950
C17 -3.139 1.606 -0.130
I2 -2.454 -0.409 -0.265
H21 -2.415 2.297 -0.534
H22 -4.099 1.638 -0.632
O1 0.401 -0.271 -1.992
S1 -0.487 -0.680 -3.196
O2 -0.092 0.084 -4.326
O3 -1.885 -0.572 -2.800
C18 0.000 -2.367 -3.467
C19 0.403 -2.626 -4.766
C20 0.890 -3.881 -5.121
C21 1.004 -4.870 -4.168
C22 0.603 -4.622 -2.858
C23 0.096 -3.383 -2.498
S2 -0.483 -3.321 -0.824
O4 -0.166 -4.541 -0.178
O5 -1.859 -2.872 -0.802
O6 0.380 -2.197 -0.140
H23 0.344 -1.837 -5.501
H24 1.186 -4.066 -6.144
H25 1.392 -5.845 -4.429
H26 0.666 -5.399 -2.111

The following is a quantum chemistry calculation of a structure of composition C23H26ClCrN2O3 at a distorted geometry, from the OMol25 dataset.

As for the multiplicity: 5. The HOMO-LUMO gap (spin up / spin down) comes out at 5.439 / 5.586 eV. For the HOMO energy (spin up / spin down), the calculation gives -9.7 / -10.0 eV. As for the expectation value of S²: 6.0170. As for the energy above the lowest of the compared OMol25 structures with the same formula, charge and spin: 240.4 kJ/mol. As for the total charge: +1. The LUMO energy (spin up / spin down) comes out at -4.28 / -4.38 eV.

CARTESIAN COORDINATES (ANGSTROEM)
Cr1 0.238 0.155 0.508
O1 -1.147 -6.169 -1.454
C1 -1.477 -5.839 -0.077
C2 -1.146 -4.368 0.073
C3 -1.729 -3.656 1.123
C4 -1.302 -2.347 1.320
N1 -0.316 -1.803 0.600
C5 0.202 -2.501 -0.466
C6 -0.249 -3.782 -0.850
C7 1.330 -1.831 -1.169
C8 2.218 -2.541 -1.994
C9 3.393 -1.969 -2.435
C10 4.278 -2.928 -3.213
O2 5.675 -2.772 -2.816
C11 3.656 -0.631 -2.041
C12 2.639 0.037 -1.419
N2 1.467 -0.499 -0.957
H1 -1.239 -7.161 -1.627
H2 -0.886 -6.409 0.643
H3 -2.548 -6.018 0.159
H4 -2.482 -4.175 1.811
H5 -1.682 -1.694 2.119
H6 0.176 -4.327 -1.678
H7 1.864 -3.519 -2.362
H8 4.133 -2.754 -4.279
H9 3.874 -3.945 -2.953
H10 6.337 -3.346 -3.274
H11 4.609 -0.097 -2.225
H12 2.727 1.142 -1.275
Cl1 4.778 4.870 3.514
C13 3.437 3.985 2.980
C14 2.622 4.540 1.963
C15 1.536 3.869 1.501
C16 1.144 2.570 2.022
C17 -0.051 1.850 1.556
C18 2.043 1.999 2.968
C19 3.193 2.661 3.361
H13 2.898 5.546 1.601
H14 1.005 4.128 0.609
H15 -0.589 2.506 0.824
H16 -0.597 1.669 2.508
H17 1.822 0.983 3.292
H18 3.895 2.141 3.977
C20 -4.316 3.280 -1.271
C21 -4.934 2.208 -0.338
C22 -5.058 2.939 0.964
O3 -5.074 4.366 0.761
C23 -4.171 4.520 -0.383
H19 -4.954 3.446 -2.186
H20 -3.294 3.025 -1.642
H21 -4.301 1.319 -0.241
H22 -5.925 1.866 -0.672
H23 -4.171 2.758 1.666
H24 -6.003 2.676 1.503
H25 -3.181 4.459 0.055
H26 -4.368 5.565 -0.690